97
Properties=species:S:1:pos:R:3:forces:R:3 method="wB97M-V/def2-TZVPD" gap_ev="4.36 / 4.84" e_above_lowest_kj_mol=64.64 charge=-1
Ti 1.206 0.176 1.010 0.7625 -1.6996 0.7751
C 4.591 -1.643 -1.629 -0.0307 0.0562 0.0375
N 4.565 -0.228 -1.311 0.0839 -0.0285 0.0229
C 5.577 0.496 -2.052 -0.1486 -0.0156 0.0758
C 4.671 -0.009 0.136 -0.1349 0.0731 -0.1531
C 4.120 1.346 0.519 -0.0386 -0.0603 -0.1341
C 5.026 2.404 0.576 -0.0046 0.0423 0.0500
C 4.605 3.714 0.738 0.0234 0.0235 0.0181
C 3.249 3.971 0.842 0.0022 0.1100 -0.0213
C 2.352 2.914 0.853 -0.0413 -0.1011 0.0429
C 2.737 1.570 0.713 0.7847 0.5813 0.2583
H 5.527 -2.134 -1.308 0.0149 0.0049 -0.0160
H 4.491 -1.771 -2.710 0.0035 -0.0201 0.0116
H 3.748 -2.133 -1.145 0.0005 -0.0415 0.0154
H 5.439 0.326 -3.121 -0.0003 0.0242 0.0075
H 5.479 1.562 -1.853 0.0591 0.0313 -0.0584
H 6.604 0.184 -1.782 -0.0042 0.0010 0.0097
H 5.722 -0.097 0.467 -0.0048 -0.0067 -0.0080
H 4.103 -0.791 0.624 -0.0647 -0.0989 0.1052
H 6.088 2.195 0.493 -0.0094 -0.0434 -0.0527
H 5.326 4.522 0.783 0.0016 -0.0037 -0.0223
H 2.889 4.989 0.938 -0.0021 -0.0133 0.0390
H 1.305 3.163 0.990 0.0546 0.0023 0.0097
C -5.285 2.599 -2.720 -0.0606 0.0057 -0.1189
O -4.314 2.764 -1.708 -0.0158 0.0145 0.0714
C -4.693 2.486 -0.424 0.0794 0.0010 -0.0691
C -6.000 2.356 0.002 -0.1410 -0.0152 0.0040
C -6.272 2.035 1.329 0.0752 0.0028 -0.0011
C -5.229 1.831 2.211 -0.1268 0.0049 -0.0001
C -3.913 1.962 1.788 0.1239 -0.0307 -0.1118
C -3.628 2.309 0.473 -0.1443 0.0068 0.3427
N -2.341 2.463 -0.059 0.1050 0.2284 -0.2492
C -1.178 2.033 0.558 0.1476 0.4138 -0.2044
N -0.947 2.658 1.718 -0.2554 -0.0868 0.0515
C -0.212 2.236 2.850 0.3542 -0.2584 0.2036
C 0.691 1.176 2.812 -0.4143 0.7270 0.2303
C 1.292 0.861 4.042 0.0935 0.0248 0.2245
C 1.025 1.564 5.204 -0.0723 -0.0161 -0.1572
C 0.128 2.628 5.201 0.0032 0.0618 0.1349
C -0.489 2.962 4.014 -0.1026 0.0372 -0.0484
O -1.397 3.995 3.871 0.0324 -0.0685 0.0029
C -1.962 4.512 5.054 -0.1012 0.0912 0.0897
N -0.349 1.205 -0.044 -0.6375 -0.0882 0.0489
C -0.943 0.580 -1.212 -0.3163 0.0218 -0.3299
C -2.032 -0.276 -1.001 0.1006 -0.0408 0.0862
C -2.709 -0.900 -2.025 -0.0512 -0.0114 0.0434
C -2.334 -0.644 -3.338 0.0239 0.0297 -0.0005
C -1.294 0.225 -3.577 -0.0268 -0.0506 -0.0774
C -0.582 0.842 -2.542 0.1388 0.0495 0.1032
O 0.384 1.679 -3.010 -0.1150 0.0315 0.0442
C 1.461 2.083 -2.175 -0.0031 0.0923 0.0618
H -4.755 2.689 -3.665 -0.0087 0.0021 0.0057
H -6.058 3.371 -2.665 0.0245 0.0009 0.0191
H -5.755 1.613 -2.660 0.0330 -0.0001 0.0242
H -6.820 2.495 -0.689 0.0469 -0.0021 -0.0383
H -7.300 1.927 1.649 0.0065 0.0068 0.0228
H -5.429 1.550 3.237 0.0211 -0.0131 -0.0042
H -3.111 1.748 2.481 0.0132 0.0185 0.0131
H -2.335 2.385 -1.067 -0.0040 -0.1212 0.0049
H -1.595 3.404 1.924 -0.0255 -0.0216 -0.0588
H 1.986 0.035 4.098 0.0246 -0.0028 -0.0741
H 1.509 1.289 6.132 0.0213 -0.0356 -0.0160
H -0.073 3.171 6.114 -0.0283 0.0201 -0.0264
H -2.736 5.213 4.748 0.0104 -0.0170 -0.0182
H -1.226 5.045 5.661 0.0328 -0.0227 -0.0342
H -2.412 3.717 5.657 0.0306 -0.0041 -0.0132
H -2.343 -0.458 0.019 0.0925 -0.0480 0.0592
H -3.519 -1.580 -1.795 -0.0044 0.0224 -0.0060
H -2.850 -1.118 -4.164 0.0206 0.0073 -0.0134
H -0.978 0.463 -4.585 0.0217 -0.0312 0.0017
H 2.199 2.523 -2.844 0.0131 -0.0030 0.0104
H 1.905 1.234 -1.660 0.0384 -0.0446 -0.0349
H 1.145 2.832 -1.447 0.0175 -0.0640 -0.0623
C 0.988 -8.056 -1.480 0.0989 -0.1435 0.0467
C 0.010 -8.596 -2.486 -0.0242 0.1783 0.0692
O -0.118 -9.763 -2.747 0.0122 -0.0395 -0.0266
S -1.059 -7.430 -3.331 -0.0348 0.0745 -0.0305
C -0.558 -5.835 -2.713 -0.0553 -0.2419 -0.0865
C 0.417 -5.109 -3.390 -0.0218 -0.0287 0.0300
C 0.851 -3.897 -2.887 0.0324 0.1087 0.0015
C 0.310 -3.384 -1.702 -0.1633 -0.2886 0.0381
C -0.702 -4.106 -1.053 -0.0009 0.0699 0.0821
C -1.134 -5.318 -1.557 0.0363 -0.0037 -0.0501
C 0.772 -2.172 -1.126 0.3313 0.2236 -0.2047
C 1.185 -1.149 -0.606 -0.3272 -0.4564 -0.5160
H 0.451 -7.688 -0.605 -0.0143 0.0682 -0.0287
H 1.558 -7.226 -1.889 -0.0041 0.0644 0.0138
H 1.658 -8.858 -1.177 -0.0485 -0.0289 -0.0350
H 0.839 -5.511 -4.303 0.0253 0.0130 0.0093
H 1.621 -3.335 -3.400 -0.0056 0.0068 0.0096
H -1.126 -3.709 -0.138 0.0111 0.0058 0.0153
H -1.909 -5.878 -1.049 0.0140 0.0091 0.0252
Cl -0.896 -1.204 2.032 -0.0539 0.9387 -0.4839
C -0.700 -2.708 2.827 -0.7680 -1.2172 0.4694
Cl 2.295 -1.572 2.172 0.0022 0.7491 -0.4196
H -0.152 -3.418 2.223 0.3137 0.1395 -0.0830
H -0.349 -2.580 3.842 0.2465 0.1564 0.0054